(1)
The following is a DFT calculation (wB97M-V/def2-TZVPD) of a 2-piece molecular cluster, ClN2O2 overall.

Each line ends with the Mulliken spin population.
CARTESIAN COORDINATES (ANGSTROEM)
N: -1.882 0.569 0.159  1.71
N: 1.291 -0.643 0.131  0.00
O: 1.462 0.272 -0.672  0.00
O: 2.174 -0.907 1.008  0.01
Cl: -3.183 -0.102 -0.507  0.28

Summary:
Kohn-Sham gap (spin up / spin down): 5.9 / 5.2 eV
LUMO energy (spin up / spin down): 3.4 / 2.7 eV
total charge: -1
multiplicity: 3
HOMO (spin up / spin down): -2.51 / -2.47 eV

(2)
The following is a DFT calculation (wB97M-V/def2-TZVPD) of a 2-piece molecular cluster, C6H15NS overall.

Each line ends with the Löwdin charge.
CARTESIAN COORDINATES (ANGSTROEM)
C: -0.705 0.891 1.227  -0.28
C: -2.007 0.538 0.275  -0.58
S: -2.313 -1.084 -0.528  0.50
N: 0.323 1.650 0.666  0.08
C: 1.530 0.922 0.300  -0.20
C: 1.403 -0.052 -0.936  -0.38
C: 1.123 -1.496 -0.483  -0.09
C: 0.515 0.507 -2.047  -0.07
H: -0.356 -0.065 1.627  0.06
H: -1.191 1.415 2.067  0.13
H: -2.884 0.519 0.929  0.03
H: -2.115 1.246 -0.566  0.05
H: -2.224 -1.599 3.075  0.05
H: -1.767 -1.644 2.491  0.01
H: 2.325 1.692 0.037  0.13
H: 1.923 0.355 1.147  0.12
H: 2.421 -0.069 -1.322  0.11
H: 0.624 -1.556 0.486  0.05
H: 0.448 -1.971 -1.206  0.06
H: 2.029 -2.119 -0.426  0.08
H: 1.058 0.594 -2.974  0.07
H: 0.186 1.495 -1.705  0.07
H: -0.347 -0.170 -2.134  0.03

Summary:
Kohn-Sham gap: 5.0 eV
LUMO energy: -3.0 eV
HOMO: -8.03 eV

(3)
The following is a DFT calculation (wB97M-V/def2-TZVPD) of a 2-piece molecular cluster, C3H5NS overall.

Each line ends with the Löwdin charge.
CARTESIAN COORDINATES (ANGSTROEM)
C: -1.578 0.842 -0.141  -0.48
C: 1.032 -0.007 0.652  -0.27
C: 0.647 -0.750 -0.593  -0.30
N: 0.508 0.650 -0.492  -0.08
S: -2.446 -0.410 0.273  0.74
H: -1.789 1.826 -0.367  -0.02
H: 0.327 0.030 1.590  0.12
H: 2.140 0.274 0.771  0.11
H: 1.471 -1.023 -1.301  0.11
H: -0.312 -1.431 -0.391  0.06

Summary:
Kohn-Sham gap (spin up / spin down): 8.0 / 8.0 eV
LUMO energy (spin up / spin down): -0.7 / -0.7 eV
HOMO (spin up / spin down): -8.68 / -8.68 eV

(4)
The following is a DFT calculation (wB97M-V/def2-TZVPD) of C6H4Cl2CoN2O3Tl as an isolated structure.

Each line ends with the Mulliken spin population.
CARTESIAN COORDINATES (ANGSTROEM)
Tl: 0.024 -0.557 -4.870  0.00
Co: -0.037 -1.489 1.942  2.68
Cl: -0.876 1.730 -4.845  0.00
Cl: 1.751 -2.521 1.548  0.25
C: -0.961 -2.588 3.099  0.03
C: -0.769 0.247 -7.869  0.00
C: 0.482 -2.618 -6.198  0.00
O: -1.241 -3.407 3.888  0.01
O: -1.062 0.403 -8.984  0.00
O: 0.603 -3.469 -7.002  0.00
N: -0.273 2.413 3.271  -0.05
C: 0.930 2.040 3.802  0.39
C: 1.150 0.719 3.458  0.39
N: 0.014 0.351 2.723  -0.04
C: -0.771 1.386 2.644  0.30
H: -0.729 3.294 3.326  0.00
H: 1.535 2.666 4.347  0.01
H: 1.934 -0.007 3.600  0.01
H: -1.703 1.407 2.121  0.02

Summary:
Kohn-Sham gap (spin up / spin down): 3.4 / 3.5 eV
LUMO energy (spin up / spin down): -18.5 / -18.5 eV
total charge: +4
multiplicity: 5
HOMO (spin up / spin down): -21.95 / -21.97 eV

Values of total energy, in order: -19592.7639 -18784.6178 -15512.4277 -82723.2835, all in eV.
Values of energy above the lowest of the compared OMol25 structures with the same formula, charge and spin, in order: 2.91 137.71 102.50 0.00, all in kcal per mole.
Values of maximum force, in order: 1.77 4.13 4.69 9.47, all in eV Å⁻¹.